# 1
This record from the OMol25 dataset describes a molecular structure, C2H7NO5P2. The level of theory is the ωB97M-V functional and the def2-TZVPD basis.

Cartesian coordinates (Å):
1 C 0.04076 0.38219 -0.42549
2 O 0.33934 0.58206 2.49055
3 O -0.85531 2.28579 -2.09955
4 H 1.88038 1.87333 0.27551
5 N -1.18500 -0.22109 -0.75459
6 H 1.07611 -2.18895 -1.27990
7 P 0.11122 2.00583 -0.97730
8 H -2.04863 -0.40043 1.17008
9 H 1.11758 -1.74016 0.25508
10 P 0.88323 0.21332 1.12872
11 O 1.34296 2.87427 -0.88835
12 O 1.36709 -1.29888 1.16462
13 H -2.52350 -1.79873 -0.05903
14 H -1.14235 -0.72252 -1.63928
15 C -1.70273 -1.07496 0.32591
16 H -0.80749 -1.78500 0.53790
17 O 2.10634 1.01395 0.77513

Total energy   -1194.10722 Ha
Maximum force   4.55 eV/Å
ΔE to the lowest compared entry with this formula, charge and spin   62.9 kJ/mol
LUMO level (spin up / spin down)   0.2386 / 0.2386 Eh
E_HOMO (spin up / spin down)   0.01705 / 0.01707 hartree
Orbital gap (spin up / spin down)   6.03 / 6.03 eV
Charge   -2

***

# 2
This record from the OMol25 dataset describes 9 unconnected molecules or ions with the total composition C32H48NO27. The level of theory is the ωB97M-V functional and the def2-TZVPD basis.

Cartesian coordinates (Å):
1 C -3.13041 0.91878 2.21224
2 O 4.62515 2.82745 0.98125
3 H -0.38169 1.91589 -3.11001
4 O 0.16339 0.99199 -6.05454
5 C 0.29147 3.62387 -2.22249
6 H 0.83873 -0.60128 -2.40703
7 H -1.59118 -1.73883 -4.45790
8 C 3.85098 3.22145 -1.36122
9 O 4.72484 -2.28280 2.02871
10 C -3.79391 0.45048 0.88069
11 C -3.82373 -3.01593 3.80724
12 O -6.31741 -1.40402 -1.68323
13 O 6.12170 2.11311 2.45371
14 H -1.77649 3.04979 -2.31210
15 H -0.92788 -2.50692 3.60876
16 O -0.41055 -0.85009 0.01079
17 O -0.90759 3.60140 -4.07574
18 N 0.30803 -0.02051 0.49447
19 C 2.20626 1.26439 4.32765
20 O -5.09399 0.28168 1.31649
21 C 4.27857 0.84595 -0.12078
22 C 1.99372 -4.21044 0.72411
23 H 2.61743 1.30190 3.39182
24 C -1.77802 -2.50198 2.86770
25 H 2.47273 -5.25328 1.26950
26 C 5.34808 1.91072 1.46146
27 C -0.25382 4.82296 -1.39319
28 C -2.21259 -4.03641 2.58155
29 O -6.32882 -0.15639 3.12485
30 C 2.51905 0.05938 -3.64617
31 O -4.27638 -2.03264 -1.23089
32 C 1.29019 -0.83753 -3.29975
33 H 2.72950 0.62111 -2.65745
34 H -0.46685 1.62996 3.64694
35 C 5.27092 -2.89009 1.12241
36 H -2.73052 -3.40281 -1.58151
37 H -3.42408 -0.57446 0.57916
38 O 1.07929 4.13245 -3.30071
39 C 3.36077 -2.32308 2.01279
40 H -4.20951 0.79844 -1.11735
41 C 1.52909 -2.30654 -3.21169
42 H 3.30949 0.17782 -0.19488
43 H 2.69203 -2.87038 2.80661
44 O 6.49558 -3.00520 0.90102
45 C -0.86584 2.92174 -2.86978
46 C -5.22271 -1.72145 -2.05666
47 H 0.63318 5.18146 -0.73358
48 C 0.03604 2.46141 3.45732
49 O 0.86609 2.97678 5.42783
50 C -0.37313 3.45206 5.37257
51 H -3.37567 -3.07710 -4.11885
52 H 4.94203 0.63840 -0.90108
53 O 4.36514 -3.37092 0.33631
54 C 3.82769 2.37903 -0.05684
55 H -3.05967 -3.41675 0.75732
56 H 1.92026 3.22610 3.93327
57 H -2.91560 -5.27767 0.68862
58 C -3.79568 1.18795 -0.37970
59 H -1.38507 -4.73171 2.99194
60 O 2.04680 0.96822 -4.48971
61 H 2.83690 2.24102 0.10117
62 H -1.52614 -1.84129 2.03101
63 C 0.31087 4.20338 -4.29806
64 H 1.52685 0.44332 4.75656
65 C 0.82541 0.51915 -5.05708
66 O 5.15462 0.79687 0.93867
67 H 1.05439 3.08501 -1.58961
68 O -4.83122 -1.73285 -3.29838
69 H -3.04366 2.00442 1.98590
70 C -3.10089 -2.30694 -1.90071
71 H 1.28056 -4.51253 -0.11615
72 H 2.76063 -2.17957 0.22196
73 C 1.39833 2.52722 4.20064
74 H 2.90174 1.24047 5.07552
75 C -2.41401 -4.18635 1.05557
76 H -0.97577 5.59627 -1.94237
77 H 3.42627 -0.59645 -3.86324
78 C -5.24719 0.19728 2.64563
79 O 0.59207 -0.07918 1.79822
80 O 0.53781 4.72082 -5.37638
81 C -3.50513 -2.21063 -3.32747
82 H 3.67837 4.14485 -1.04946
83 H -3.30313 -1.06027 -4.99200
84 H -2.18271 -1.70767 -1.49063
85 H -2.38655 -0.32312 -3.67574
86 O -0.97885 4.07552 6.21210
87 O 0.73301 0.86674 -0.30354
88 H 5.09350 3.43193 -1.56561
89 H 1.72829 -2.63892 -2.34921
90 H -4.34903 2.12555 -0.15571
91 H -0.85360 4.50741 -0.66400
92 O -2.84702 -2.03741 3.66247
93 H 0.25636 2.67859 2.34383
94 H -1.69000 -3.60878 0.50618
95 O -3.42653 -4.15583 3.33631
96 H 0.78313 -2.96090 -3.49363
97 H 2.27547 -2.73579 -3.98019
98 O -0.82587 3.33843 4.11462
99 C -2.60318 -1.30460 -4.14960
100 O -4.79041 -2.88447 4.62829
101 H 1.19317 -3.80190 1.29556
102 H -2.28709 0.47282 2.37747
103 H -2.90276 1.39267 -0.57697
104 H 2.96443 -1.24259 2.18077
105 H 3.35313 2.95073 -2.28467
106 C 3.05350 -3.03885 0.72374
107 O 0.51347 -0.56685 -4.44603
108 O -4.08697 0.61639 3.22199

Total energy   -3333.96972 Ha
Maximum force   10.37 eV/Å
ΔE to the lowest compared entry with this formula, charge and spin   437.4 kJ/mol
LUMO level   0.0573 Eh
E_HOMO   -0.30154 hartree
Orbital gap   9.77 eV
Charge   -1

***

# 3
This record from the OMol25 dataset describes a molecular structure, C4H6FNO. The level of theory is the ωB97M-V functional and the def2-TZVPD basis.

Cartesian coordinates (Å):
1 O 1.15925 -3.16523 0.39797
2 N 0.88776 -0.87027 -0.01039
3 H 1.34248 1.48741 0.46334
4 C 1.13106 1.48183 -0.60956
5 F -1.76639 -0.87928 0.66343
6 H 0.37885 2.36403 -0.67108
7 C 0.49037 0.10586 -0.73366
8 C 0.60367 -2.08483 0.37817
9 H -0.60458 -1.53759 2.35209
10 H -0.31918 -0.15212 -1.34697
11 C -1.10142 -1.86352 1.40696
12 H -1.73074 -2.73943 1.35686
13 H 1.99291 1.47113 -1.19272

Total energy   -385.77334 Ha
Maximum force   4.35 eV/Å
ΔE to the lowest compared entry with this formula, charge and spin   263.0 kJ/mol
LUMO level   0.0117 Eh
E_HOMO   -0.32244 hartree
Orbital gap   9.09 eV
Charge   0

***

# 4
This record from the OMol25 dataset describes a molecular structure, C2HO2Pr. The level of theory is the ωB97M-V functional and the def2-TZVPD basis.

Cartesian coordinates (Å):
1 H 0.69173 -1.40352 0.70077
2 Pr 0.21141 2.30261 -0.75381
3 C 0.49172 -0.40570 0.25380
4 C -0.93583 -0.07275 -0.30629
5 O 1.38202 0.52438 0.45271
6 O -1.84105 -0.94502 -0.34718

Total energy   -743.91826 Ha
Maximum force   4.33 eV/Å
ΔE to the lowest compared entry with this formula, charge and spin   0.0 kJ/mol
LUMO level (spin up / spin down)   -0.1911 / -0.1993 Eh
E_HOMO (spin up / spin down)   -0.44023 / -0.43573 hartree
Orbital gap (spin up / spin down)   6.78 / 6.43 eV
⟨S²⟩   4.08
Charge   +1
Multiplicity   4